# 1
# C29H34As2InN5S4

A structure of composition C29H34As2InN5S4 (wB97M-V/def2-TZVPD, the OMol25 dataset).

Element x y z (Å)
1 In 1.0357 -0.0329 0.0100
2 S 1.0229 2.5187 0.1063
3 C 0.7570 2.3559 -1.6006
4 S 1.1376 0.8386 -2.3667
5 C 0.2604 3.4060 -2.3380
6 C 0.0287 3.2908 -3.7363
7 N -0.1741 3.2040 -4.8671
8 C -0.0716 4.6502 -1.7346
9 N -0.3544 5.6596 -1.2568
10 S 0.4444 -0.8427 2.2985
11 C -1.2226 -0.3529 2.6613
12 C -1.5698 -0.4938 4.0114
13 C -2.8353 -0.1837 4.4668
14 C -3.7943 0.2879 3.5795
15 C -3.4618 0.4354 2.2470
16 C -2.1915 0.1134 1.7587
17 As -1.8473 0.3959 -0.1402
18 C -3.0469 -0.8929 -0.9824
19 C -3.9229 -1.7271 -0.2950
20 C -4.6618 -2.6840 -0.9789
21 C -4.5386 -2.8061 -2.3559
22 C -3.6707 -1.9737 -3.0495
23 C -2.9192 -1.0307 -2.3633
24 C -2.8893 2.0256 -0.3896
25 C -2.4415 3.1922 0.2233
26 C -3.1618 4.3687 0.0983
27 C -4.3389 4.3853 -0.6361
28 C -4.7856 3.2275 -1.2540
29 C -4.0592 2.0506 -1.1415
30 H -0.8113 -0.8521 4.6960
31 H -3.0709 -0.3036 5.5166
32 H -4.7858 0.5474 3.9264
33 H -4.2053 0.8127 1.5535
34 H -4.0324 -1.6261 0.7796
35 H -5.3299 -3.3380 -0.4320
36 H -5.1256 -3.5419 -2.8909
37 H -3.5706 -2.0629 -4.1236
38 H -2.2175 -0.3992 -2.8996
39 H -1.5195 3.1837 0.7909
40 H -2.7916 5.2740 0.5599
41 H -4.9075 5.3017 -0.7277
42 H -5.7006 3.2395 -1.8326
43 H -4.4100 1.1538 -1.6365
44 N -0.8005 -3.0433 0.5101
45 N -0.5668 -3.9525 -0.5129
46 C 0.5171 -3.8187 -1.2776
47 N 0.7546 -4.8109 -2.1660
48 S 1.6150 -2.5618 -1.1083
49 H -0.1967 -3.2121 1.3121
50 H -1.7698 -3.0946 0.7832
51 H -1.0536 -4.8365 -0.5142
52 H -0.0034 -5.3902 -2.4898
53 H 1.5050 -4.6435 -2.8138
54 C 4.0321 -0.0028 3.1725
55 C 4.8755 -0.5740 2.0327
56 As 3.9609 -0.3741 0.2946
57 C 4.8821 -1.7798 -0.7417
58 C 6.3974 -1.8227 -0.5737
59 C 4.7960 1.2382 -0.4601
60 C 4.7580 2.4276 0.4957
61 H 4.5330 -0.1238 4.1339
62 H 3.0728 -0.5164 3.2231
63 H 3.8291 1.0583 3.0207
64 H 5.0263 -1.6444 2.1845
65 H 5.8532 -0.0926 1.9853
66 H 4.6140 -1.6254 -1.7883
67 H 4.4419 -2.7289 -0.4359
68 H 6.8654 -0.8943 -0.9015
69 H 6.8128 -2.6335 -1.1735
70 H 6.6758 -1.9948 0.4660
71 H 4.2391 1.4667 -1.3714
72 H 5.8240 1.0093 -0.7442
73 H 3.7333 2.6727 0.7748
74 H 5.1986 3.3075 0.0265
75 H 5.3286 2.2167 1.4025

Cartesian forces (eV/Å) of the 2 atoms listed first:
In 0.034 0.073 0.162
S 0.116 -0.212 0.137

- ΔE to the lowest compared entry with this formula, charge and spin (kJ/mol) = 19.59
- LUMO level (eV) = -0.24
- HOMO (eV) = -7.58


# 2
# C29H34BF3N7O3S3W

A structure of composition C29H34BF3N7O3S3W at a distorted geometry (wB97M-V/def2-TZVPD, the OMol25 dataset).

Element x y z (Å)
1 W -0.2815 -0.6346 0.5638
2 F -2.5589 -2.5614 -3.3656
3 C -1.4644 -3.2505 -3.0051
4 F -0.9602 -3.7889 -4.1241
5 F -1.8306 -4.2325 -2.1954
6 C -0.4119 -2.3246 -2.3245
7 C 0.8201 -3.1789 -2.1112
8 C 1.2554 -3.7997 -1.0102
9 C 0.7705 -3.4644 0.3267
10 N 0.5350 -2.2321 0.5490
11 C -1.0837 -1.3870 -1.2926
12 S -2.2835 -1.8406 -0.1655
13 H 1.2653 -3.4338 -3.0658
14 H 2.0150 -4.5648 -1.1249
15 H 0.5788 -4.2123 1.0898
16 C 2.9746 2.8986 -2.0414
17 N 1.8509 3.1462 -1.1540
18 C 1.3885 4.3804 -0.7418
19 C 0.2877 4.1486 -0.0004
20 N 0.0722 2.7794 0.0564
21 B -1.2125 2.1587 0.6903
22 N -1.1700 2.1777 2.2501
23 C -1.1116 3.3294 3.0164
24 C -1.2495 2.9866 4.3134
25 N -1.3930 1.6138 4.3459
26 C -1.6187 0.8012 5.5302
27 C -1.3542 1.1400 3.0834
28 S -1.6160 -0.5092 2.6937
29 C 1.0334 2.1882 -0.6702
30 S 1.2524 0.5327 -1.0586
31 H 3.5092 3.8326 -2.1901
32 H 2.6189 2.5241 -3.0014
33 H 3.6402 2.1602 -1.5985
34 H 1.8733 5.2964 -1.0281
35 H -0.3893 4.8458 0.4578
36 H -1.4370 1.0250 0.2548
37 H -2.1436 2.8267 0.3246
38 H -1.0011 4.3038 2.5780
39 H -1.2738 3.5841 5.2071
40 H -1.3994 1.4029 6.4080
41 H -0.9655 -0.0683 5.5046
42 H -2.6532 0.4640 5.5680
43 C -0.4958 4.0594 -6.9892
44 C -0.5506 2.9399 -5.9925
45 C 0.4452 1.9695 -5.9625
46 C 0.4021 0.8936 -5.0927
47 C 1.5429 -0.0887 -5.1338
48 C -0.6887 0.8086 -4.1960
49 C -1.7039 1.7933 -4.1865
50 C -2.8931 1.7780 -3.2631
51 C -1.6073 2.8336 -5.0976
52 C -0.7606 -0.2830 -3.2486
53 O -0.0601 -1.3714 -3.3961
54 O -1.5069 -0.2691 -2.2246
55 H 0.5306 4.3690 -7.1821
56 H -1.0666 4.9226 -6.6508
57 H -0.9226 3.7317 -7.9396
58 H 1.2814 2.0500 -6.6471
59 H 2.3131 0.2795 -5.8086
60 H 1.2192 -1.0666 -5.4878
61 H 1.9841 -0.2327 -4.1466
62 H -2.5980 1.9486 -2.2270
63 H -3.4189 0.8238 -3.2859
64 H -3.5886 2.5610 -3.5570
65 H -2.3875 3.5851 -5.1103
66 N 1.1795 0.2751 1.8635
67 C 1.9400 0.7841 2.5700
68 N 2.7939 1.3940 3.3454
69 C 2.6716 2.8329 3.6158
70 C 4.0615 3.4438 3.5848
71 O 4.9248 2.7643 4.4732
72 C 5.0966 1.4109 4.0953
73 C 3.7753 0.6652 4.1595
74 H 2.2190 2.9779 4.6012
75 H 2.0244 3.2794 2.8608
76 H 4.0255 4.4829 3.9075
77 H 4.4625 3.4016 2.5634
78 H 5.8108 0.9750 4.7909
79 H 5.5083 1.3538 3.0797
80 H 3.4218 0.6203 5.1932
81 H 3.8739 -0.3474 3.7726

Cartesian forces (eV/Å) of the 2 atoms listed first:
W 0.271 0.274 -0.292
F -0.020 0.029 0.005

- net charge = +1
- LUMO level (eV) = -2.64
- HOMO (eV) = -8.77


# 3
# C29H34BF3O4

A structure of composition C29H34BF3O4 at a distorted geometry (wB97M-V/def2-TZVPD, the OMol25 dataset).

Element x y z (Å)
1 C -4.4379 -4.7403 -1.8967
2 O -3.3381 -4.7707 -0.9298
3 C -3.2324 -3.7252 -0.0576
4 C -2.1685 -3.7869 0.8653
5 C -1.8725 -2.6857 1.6315
6 C -2.5755 -1.4910 1.4687
7 C -1.9885 -0.2130 2.1429
8 O -3.0996 0.6256 2.4182
9 C -3.0479 1.4088 3.6411
10 C -3.7660 -1.4876 0.7202
11 C -4.0847 -2.5969 -0.0577
12 H -4.3111 -5.6686 -2.4715
13 H -5.4263 -4.7360 -1.3906
14 H -4.3459 -3.8555 -2.5583
15 H -1.5719 -4.6822 0.8694
16 H -1.0517 -2.7483 2.3570
17 H -1.5114 -0.5357 3.0848
18 H -3.8765 2.1169 3.5219
19 H -3.2363 0.8238 4.5757
20 H -2.0735 1.9450 3.7238
21 H -4.4253 -0.6326 0.6891
22 H -4.9541 -2.5726 -0.7285
23 C 2.0650 -2.2647 1.2290
24 C 2.5537 -1.3858 0.0954
25 C 4.0646 -1.4304 0.0482
26 C 1.8160 -1.6988 -1.2887
27 C 2.6204 -1.1689 -2.4875
28 C 1.4521 -3.1325 -1.5312
29 O 0.6076 -0.9200 -1.1689
30 B 1.2599 0.2102 -0.6780
31 C 1.1234 1.5732 -1.3891
32 C 2.1100 2.5241 -1.1006
33 C 2.1996 3.6409 -1.9209
34 C 1.2815 3.8113 -2.9395
35 C 1.3601 5.0116 -3.8220
36 F 1.5060 4.6588 -5.1465
37 F 0.2037 5.7560 -3.7194
38 F 2.4135 5.8109 -3.4870
39 C 0.2648 2.8952 -3.1744
40 C 0.1510 1.7680 -2.3878
41 C -0.9058 0.3630 1.2157
42 C -0.1142 1.6532 1.7373
43 C -0.5309 2.9457 1.3349
44 C -0.1065 4.0705 2.0429
45 C 0.8426 3.8999 3.0675
46 C 1.3809 2.6403 3.3633
47 C 0.9575 1.5276 2.6357
48 O 2.1798 -0.0021 0.3312
49 H 2.4604 -3.2820 1.1021
50 H 2.4420 -1.8772 2.1839
51 H 0.9679 -2.3203 1.2824
52 H 4.3782 -2.4512 -0.1873
53 H 4.4599 -0.7344 -0.6961
54 H 4.4587 -1.1528 1.0296
55 H 3.4977 -1.8027 -2.6586
56 H 1.9832 -1.2128 -3.3805
57 H 2.9399 -0.1154 -2.3739
58 H 2.3795 -3.7123 -1.5270
59 H 0.7593 -3.5064 -0.7747
60 H 0.9937 -3.2108 -2.5182
61 H 2.8008 2.3318 -0.2631
62 H 3.0263 4.3098 -1.7391
63 H -0.4350 3.0050 -3.9944
64 H -0.6366 1.0046 -2.5477
65 H -1.2837 0.6403 0.1871
66 H -0.2226 -0.5138 1.2311
67 H -1.2734 3.0399 0.5258
68 H -0.5862 5.0265 1.8658
69 H 1.0810 4.7541 3.7238
70 H 2.0522 2.5005 4.2108
71 H 1.3963 0.5316 2.8391

Cartesian forces (eV/Å) of the 2 atoms listed first:
C 0.684 0.012 0.623
O -1.113 0.084 -0.503

- ΔE to the lowest compared entry with this formula, charge and spin (kJ/mol) = 74.00
- LUMO level (eV) = 0.41
- HOMO (eV) = -8.18


# 4
# C29H34BMnO7

A structure of composition C29H34BMnO7 at a distorted geometry (wB97M-V/def2-TZVPD, the OMol25 dataset).

Element x y z (Å)
1 C 1.7290 4.0942 -1.4826
2 C 0.7835 3.4275 -0.4705
3 C 2.8596 3.0639 -1.7501
4 C 2.8022 2.0668 -0.5860
5 H 3.7995 3.6155 -1.7361
6 H 2.7320 2.6068 -2.7367
7 C 1.7223 2.5674 0.3919
8 H 0.0711 2.8118 -1.0338
9 H 0.2056 4.1721 0.0884
10 C 1.0827 1.3199 0.9601
11 H 2.1351 3.2260 1.1688
12 H 3.7739 2.0336 -0.0792
13 C 2.3700 0.5836 -0.8824
14 C 1.0333 4.6351 -2.7224
15 C 2.3315 5.4077 -0.9477
16 O 3.5156 5.6973 -1.0238
17 O -0.0579 4.2590 -3.1206
18 O 1.7274 5.6223 -3.3253
19 O 1.4250 6.2339 -0.3934
20 C 1.9833 7.5149 -0.0482
21 H 1.1323 8.0962 0.3029
22 H 2.4437 7.9779 -0.9318
23 H 2.7403 7.4028 0.7393
24 C 1.0252 6.1774 -4.4459
25 H 0.6905 5.3787 -5.1252
26 H 1.7368 6.8462 -4.9367
27 H 0.1474 6.7371 -4.0857
28 O 1.2198 0.2559 0.0061
29 H 0.0148 1.4647 1.1876
30 H 1.6192 0.9910 1.8603
31 C 3.5554 -0.3331 -0.5809
32 C 1.8768 0.3408 -2.3098
33 H 2.6864 0.5243 -3.0332
34 H 1.0075 0.9771 -2.5402
35 H 1.5667 -0.7111 -2.3964
36 H 3.2739 -1.3835 -0.6955
37 H 3.9344 -0.1878 0.4388
38 H 4.3680 -0.1265 -1.2925
39 Mn -1.8780 -1.7294 1.3136
40 C -1.2362 -3.1430 3.0927
41 C -0.2485 -2.1322 2.5457
42 C -0.7304 -0.8008 2.8463
43 H 0.7643 -2.3853 2.2196
44 C -2.1168 -0.9047 3.2591
45 C -2.4782 -2.2916 3.2435
46 H -3.4323 -2.6947 3.5685
47 H -0.8699 -3.6141 4.0109
48 H -0.1670 0.1252 2.8033
49 H -2.7648 -0.0813 3.5717
50 C -2.4967 -2.4835 -0.6041
51 C -3.6342 -2.3836 0.2914
52 C -3.7731 -0.9990 0.6854
53 H -4.3088 -3.1978 0.5559
54 C -2.7019 -0.2404 0.0689
55 C -1.9156 -1.1608 -0.7393
56 H -1.0905 -0.8834 -1.3885
57 H -2.1840 -3.3819 -1.1392
58 H -4.5844 -0.5869 1.2866
59 H -2.5804 0.8427 0.0969
60 O -2.8019 -5.1191 2.5639
61 B -1.6099 -4.4129 2.2957
62 O -0.9416 -4.9373 1.1916
63 C -1.6889 -6.0490 0.8106
64 C -1.1660 -7.1745 0.2023
65 C -1.7907 -8.3965 0.4820
66 C -2.9237 -8.4823 1.2926
67 C -3.5128 -7.3326 1.8314
68 C -2.8443 -6.1381 1.6333
69 H -0.2672 -7.0962 -0.4084
70 H -1.3486 -9.3029 0.0704
71 H -3.3433 -9.4609 1.5477
72 H -4.3977 -7.3584 2.4667

Cartesian forces (eV/Å) of the 2 atoms listed first:
C 0.126 1.097 0.175
C -0.099 -0.001 -0.476

- multiplicity = 4
- ΔE to the lowest compared entry with this formula, charge and spin (kJ/mol) = 19.29
- net charge = -1
- ⟨S²⟩ = 4.05
- LUMO level (alpha / beta) (eV) = 2.12 / 2.12
- HOMO (alpha / beta) (eV) = -0.83 / -1.68


# 5
# C29H34FeNO2

A structure of composition C29H34FeNO2 at a distorted geometry (wB97M-V/def2-TZVPD, the OMol25 dataset).

Element x y z (Å)
1 C 3.8701 1.0675 1.8757
2 O 3.1158 0.0267 2.5285
3 C 2.3765 -0.6776 1.6622
4 O 2.3201 -0.3852 0.4677
5 C 1.6409 -1.8265 2.2942
6 C 2.5719 -3.0359 2.2693
7 C 1.7699 -4.1858 1.6626
8 C 0.4023 -3.6264 1.2585
9 N 0.4528 -2.1687 1.4592
10 C -0.6930 -1.4754 1.6243
11 C -1.0057 -0.1636 0.9488
12 C -2.4474 0.3154 1.2363
13 C -3.3074 -0.2062 2.4490
14 C -2.5159 -0.9598 3.4853
15 C -1.5895 -1.9451 2.7994
16 H 4.5382 1.4506 2.6403
17 H 4.4446 0.6847 1.0224
18 H 3.2004 1.8592 1.5148
19 H 1.3883 -1.5442 3.3512
20 H 3.4678 -2.8381 1.6634
21 H 2.9302 -3.2472 3.2762
22 H 2.2672 -4.5771 0.7730
23 H 1.6559 -5.0094 2.3707
24 H 0.1704 -3.8068 0.2034
25 H -0.3903 -4.0724 1.8613
26 H -0.0900 0.5110 1.2628
27 H -2.3705 1.4185 1.3950
28 H -3.2037 0.2370 0.3779
29 H -3.8401 0.6515 2.9043
30 H -4.1004 -0.8830 2.0526
31 H -2.0304 -0.2928 4.2112
32 H -3.2019 -1.5589 4.0565
33 H -2.2118 -2.8077 2.3968
34 H -0.8650 -2.3527 3.5703
35 C -1.1002 4.6982 -2.0955
36 C -1.8222 3.4294 -2.2431
37 C -1.2636 2.7224 -3.4062
38 C -0.1927 3.5616 -3.9449
39 C -0.1123 4.7740 -3.1502
40 Fe 0.0604 3.1337 -2.0150
41 C 1.9976 2.7672 -1.8618
42 C 1.5509 3.5593 -0.7240
43 C 0.4701 2.8628 -0.0817
44 C 0.3290 1.5425 -0.7530
45 C -0.7012 0.3986 -0.3475
46 C -0.7602 -0.7510 -1.2899
47 C -1.9279 -1.0181 -2.0014
48 C -1.9931 -2.0929 -2.8887
49 C -0.8406 -2.8527 -3.1078
50 C 0.3612 -2.5228 -2.4743
51 C 0.3774 -1.4800 -1.5577
52 C 1.2349 1.5545 -1.9113
53 H -1.3346 5.4886 -1.3743
54 H -2.6724 3.1035 -1.6479
55 H -1.5970 1.7647 -3.8022
56 H 0.3495 3.3787 -4.8705
57 H 0.5089 5.6457 -3.3815
58 H 2.7312 3.0481 -2.5524
59 H 1.9025 4.5223 -0.4267
60 H -0.0290 3.0754 0.8588
61 H -1.6309 0.9961 -0.4435
62 H -2.7726 -0.3429 -1.8982
63 H -2.9350 -2.3086 -3.4025
64 H -0.8931 -3.6952 -3.7922
65 H 1.2849 -3.0606 -2.6792
66 H 1.3159 -1.1715 -1.1117
67 H 1.3839 0.6939 -2.5471

Cartesian forces (eV/Å) of the 2 atoms listed first:
C 0.076 0.395 -0.048
O 0.195 -0.149 -0.286

- multiplicity = 5
- ΔE to the lowest compared entry with this formula, charge and spin (kJ/mol) = 452.55
- net charge = -1
- ⟨S²⟩ = 6.09
- LUMO level (alpha / beta) (eV) = 2.62 / 2.60
- HOMO (alpha / beta) (eV) = -0.77 / -2.61


# 6
# C29H34IrN3O5SSi

A structure of composition C29H34IrN3O5SSi at a distorted geometry (wB97M-V/def2-TZVPD, the OMol25 dataset).

Element x y z (Å)
1 Ir 0.5340 -0.0823 -0.4973
2 O -1.1146 -0.9618 0.1023
3 N -1.9042 -0.2975 0.9793
4 C -3.1296 -0.8178 1.2042
5 C -3.9793 -0.2012 2.0732
6 C -3.5553 0.9691 2.7216
7 C -2.3006 1.4613 2.4798
8 C -1.4491 0.7990 1.5821
9 S 0.1488 1.3096 1.2102
10 H -3.3462 -1.7177 0.6496
11 H -4.9588 -0.6223 2.2395
12 H -4.2159 1.4828 3.4063
13 H -1.9338 2.3588 2.9581
14 C 5.0579 0.5760 0.3724
15 C 5.2138 -0.3457 -0.8327
16 C 4.2435 -1.5511 -0.8334
17 C 4.3921 -2.3400 -2.1473
18 C 3.3689 -3.4602 -2.3005
19 C 4.6056 -2.4556 0.3388
20 O 5.6664 -3.0310 0.3923
21 N 3.6786 -2.5756 1.3525
22 C 2.4140 -1.9818 1.4216
23 O 1.7041 -2.1346 2.3799
24 N 2.0625 -1.2333 0.3140
25 C 2.8506 -1.0230 -0.7157
26 O 2.3354 -0.2734 -1.6158
27 H 5.7867 1.3842 0.3254
28 H 5.2181 0.0418 1.3120
29 H 4.0647 1.0303 0.4054
30 H 6.2236 -0.7566 -0.8676
31 H 5.0389 0.2117 -1.7538
32 H 5.4023 -2.7499 -2.1565
33 H 4.3023 -1.6318 -2.9716
34 H 3.4286 -4.1708 -1.4725
35 H 3.5440 -4.0137 -3.2222
36 H 2.3502 -3.0678 -2.3404
37 H 3.9351 -3.1488 2.1438
38 C 1.2468 3.7596 -1.3985
39 C 0.8064 3.4894 -2.8398
40 C 1.9813 2.8757 -3.6125
41 C 0.3734 4.8072 -3.4903
42 Si -0.6302 2.2426 -2.8402
43 O -0.3499 0.9724 -1.8689
44 C -2.2065 3.0940 -2.2471
45 C -3.2816 3.4106 -3.0804
46 C -4.4597 3.9479 -2.5741
47 C -4.5883 4.1825 -1.2137
48 C -3.5327 3.8782 -0.3640
49 C -2.3622 3.3367 -0.8772
50 C -0.8625 1.5762 -4.5790
51 C -0.7170 0.2044 -4.8010
52 C -0.9158 -0.3503 -6.0589
53 C -1.2656 0.4611 -7.1278
54 C -1.4095 1.8279 -6.9338
55 C -1.2115 2.3752 -5.6736
56 H 2.1399 4.3969 -1.3891
57 H 1.5024 2.8342 -0.8798
58 H 0.4711 4.2701 -0.8219
59 H 2.8489 3.5464 -3.5822
60 H 1.7265 2.7032 -4.6603
61 H 2.2858 1.9172 -3.1811
62 H 1.1704 5.5544 -3.3950
63 H -0.5232 5.2190 -3.0214
64 H 0.1783 4.6845 -4.5575
65 H -3.2088 3.2248 -4.1456
66 H -5.2817 4.1739 -3.2426
67 H -5.5083 4.5937 -0.8166
68 H -3.6252 4.0596 0.7009
69 H -1.5538 3.0878 -0.1975
70 H -0.4394 -0.4343 -3.9704
71 H -0.8015 -1.4177 -6.2049
72 H -1.4290 0.0318 -8.1085
73 H -1.6781 2.4685 -7.7649
74 H -1.3303 3.4455 -5.5492

Cartesian forces (eV/Å) of the 2 atoms listed first:
Ir 0.977 -0.018 -0.955
O -0.591 -0.015 0.347

- ΔE to the lowest compared entry with this formula, charge and spin (kJ/mol) = 63.53
- LUMO level (eV) = -0.69
- HOMO (eV) = -7.97


Which formula does entry 1 have?
C29H34As2InN5S4